(1)
Computed, not measured: a gas-phase ion, C5H11NO (charge +1) in a non-equilibrium geometry, with wB97M-V/def2-TZVPD.

Atoms and positions in Å:
O (0.509, -2.522, -0.192)
N (0.247, 0.570, 0.667)
C (-0.437, 1.876, 0.481)
C (-0.854, -0.460, -1.478)
C (1.656, 0.176, 0.480)
C (-0.786, -0.500, 0.105)
C (-0.228, -1.848, 0.486)
H (-0.438, -2.159, 1.484)
H (2.116, 0.110, 1.451)
H (-1.655, -1.253, -1.584)
H (0.486, 2.526, 0.751)
H (-1.911, -0.030, 0.391)
H (-0.759, 0.559, -1.869)
H (-1.331, 1.857, 1.298)
H (1.796, -0.757, -0.068)
H (-0.717, 2.021, -0.556)
H (2.304, 0.942, 0.027)
H (0.003, -1.108, -1.874)

Forces on atoms 1 to 6 (eV/Å):
-0.78 0.82 0.02
-2.51 -2.59 -3.58
2.59 0.49 3.95
2.01 -2.56 1.01
0.31 1.39 0.03
-1.04 2.96 -0.79

Summary:
total charge	+1
LUMO (alpha / beta)	-4.0 / -7.5	eV
<S²>	0.755
orbital gap (alpha / beta)	10.80 / 7.27	eV
multiplicity	2

---

(2)
Computed, not measured: a molecular structure, C2H6I2N3 in a non-equilibrium geometry, with wB97M-V/def2-TZVPD.

Atoms and positions in Å:
I (-3.025, 2.041, -0.073)
I (-3.922, -1.536, 0.049)
N (0.445, 0.548, 0.916)
N (-1.187, -0.348, -0.491)
N (0.998, -0.364, -1.089)
C (0.094, -0.066, -0.198)
C (-2.357, 0.031, 0.321)
H (1.427, 0.625, 1.139)
H (0.716, -0.527, -2.087)
H (2.049, -0.120, -1.060)
H (-2.120, -0.032, 1.736)
H (-0.180, 0.479, 1.647)
H (-1.490, -1.143, -1.189)

Forces on atoms 1 to 6 (eV/Å):
0.19 -0.61 0.07
1.00 1.05 0.09
1.12 -0.08 -1.09
-2.15 -1.92 -0.53
3.26 -0.26 -3.46
-0.74 0.18 -0.21

Summary:
total charge	+1
LUMO	-4.2	eV
orbital gap	8.78	eV
multiplicity	1

---

(3)
Computed, not measured: C2HNO2S2 in the gas phase in a non-equilibrium geometry, with wB97M-V/def2-TZVPD.

Atoms and positions in Å:
S (1.624, 0.932, 1.224)
S (-1.047, -1.478, 0.642)
O (1.118, -1.866, -0.869)
O (-0.322, 2.174, 0.209)
N (0.247, 1.111, 0.432)
C (-0.490, 0.026, -0.214)
C (0.166, -1.238, -0.513)
H (-1.294, 0.338, -0.911)

Forces on atoms 1 to 6 (eV/Å):
0.38 -0.48 0.33
-1.29 -0.27 1.43
-0.51 1.00 -0.86
0.01 0.62 0.18
-0.95 0.73 -0.57
-0.73 -0.49 -1.46

Summary:
total charge	0
LUMO	-1.6	eV
orbital gap	8.37	eV
multiplicity	1

---

For the records above, the corresponding relative energy (zero: lowest compared OMol25 entry of this formula, charge and spin) values read 86.1 13.9 81.9 kcal per mole.